# 1
Entry from the OMol25 dataset: C4H11O3Tb as an isolated structure (ωB97M-V with the def2-TZVPD basis set).

Positions of all 19 atoms, in Å:
O1 0.1559 0.3365 1.7673
Tb1 -1.5290 -0.7297 2.4284
H1 1.6068 0.0611 1.4957
C1 0.1149 0.7139 -0.1228
C2 -0.7106 -0.3746 -0.7860
O2 -1.8381 -0.6726 0.0401
C3 -2.7609 -1.5742 -0.5503
H2 0.5799 1.2408 -0.9768
H3 -0.5175 1.6014 0.0775
H4 -0.1042 -1.2855 -0.9211
H5 -1.0891 -0.0359 -1.7621
H6 -3.5034 -1.8197 0.2176
H7 -3.2307 -1.0867 -1.4158
H8 -2.2599 -2.4997 -0.8702
O3 2.1609 0.1857 0.2539
C4 3.0592 1.2689 0.2668
H9 4.0496 0.8886 0.5486
H10 3.0840 1.7757 -0.7127
H11 2.7323 2.0060 1.0220

The relative energy (zero: lowest compared OMol25 entry of this formula, charge and spin) comes out at 104.1 kcal/mol. As for the HOMO-LUMO gap (spin up / spin down): 8.33 / 6.94 eV. The calculation puts the HOMO energy (spin up / spin down) at -11.78 / -11.70 eV. The net charge is +1. The spin multiplicity is 8.



# 2
Entry from the OMol25 dataset: C15H22F9Na3O21S3 as an isolated structure (ωB97M-V with the def2-TZVPD basis set).

Positions of all 73 atoms, in Å:
Na1 -0.2334 1.9673 5.5175
Na2 -3.8808 0.5327 0.9341
Na3 0.0732 7.4284 0.0702
C1 1.8460 0.7616 -0.6771
F1 1.5606 -0.5869 -0.5502
F2 2.8872 1.0961 0.1128
F3 2.1934 0.9702 -1.9265
S1 0.2710 1.8590 -0.1469
O1 0.5020 3.2606 -0.5276
O2 -0.8485 1.2133 -0.8424
O3 0.2064 1.6650 1.2789
C2 5.7362 -0.5122 4.5887
F4 6.7313 -1.2997 4.9012
F5 6.2599 0.5943 4.0775
F6 4.9313 -1.0533 3.6685
S2 4.6565 -0.0216 6.2064
O4 3.6176 0.8855 5.6915
O5 4.1105 -1.2966 6.6877
O6 5.6483 0.5452 7.1653
C3 -0.1334 -3.2141 3.8108
F7 -0.6050 -4.0215 2.8076
F8 0.6629 -3.9120 4.5646
F9 0.5909 -2.1916 3.2031
S3 -1.5966 -2.4346 4.7947
O7 -2.4861 -3.5598 4.9322
O8 -0.9731 -1.9360 6.0233
O9 -2.1185 -1.2850 3.9818
C4 3.9426 -6.5957 0.6362
C5 4.4894 -5.2603 0.2008
O10 5.4842 -5.5411 -0.6532
C6 5.9406 -6.7081 -0.3558
O11 7.0424 -7.1543 -0.6413
O12 5.0660 -7.3889 0.3887
H1 3.1781 -6.9125 -0.0734
H2 3.6616 -6.5942 1.6893
H3 5.0323 -4.7812 1.0156
H4 3.7631 -4.5579 -0.2082
C7 -5.1174 1.2820 -4.2094
O13 -6.4766 1.6805 -3.9807
C8 -6.9778 1.6857 -2.7334
O14 -6.5270 1.1064 -1.7328
O15 -7.9834 2.5028 -2.6986
C9 -8.5971 2.6613 -1.3445
H5 -5.0226 0.9985 -5.2576
H6 -4.9226 0.3351 -3.7059
H7 -4.3756 2.0171 -3.8972
H8 -8.9233 1.6784 -1.0046
H9 -9.5346 3.2167 -1.3196
H10 -7.9724 3.1740 -0.6130
C10 3.6835 5.4703 -3.7628
O16 4.6729 6.3730 -3.2288
C11 4.2710 7.4995 -2.6095
O17 3.1035 7.8966 -2.4685
O18 5.3479 8.2038 -2.3234
C12 5.3304 9.3522 -1.5085
H11 4.2448 4.5637 -3.9887
H12 3.1649 5.9129 -4.6134
H13 2.8559 5.1520 -3.1289
H14 4.7109 10.1912 -1.8252
H15 6.3597 9.7069 -1.5629
H16 5.0061 9.1100 -0.4964
C13 -7.1176 -3.9834 -1.4019
O19 -5.8554 -4.4000 -1.7983
C14 -4.7204 -3.9363 -1.2226
O20 -4.6842 -2.9604 -0.4784
O21 -3.6548 -4.5333 -1.7289
C15 -2.5168 -3.7358 -1.9239
H17 -7.2460 -4.4837 -0.4421
H18 -7.9634 -4.2807 -2.0219
H19 -7.1589 -2.8983 -1.3063
H20 -2.7580 -3.0036 -2.6945
H21 -1.6434 -4.2515 -2.3231
H22 -2.2124 -3.2637 -0.9898

As for the HOMO-LUMO gap: 3.29 eV. The calculation puts the HOMO energy at -7.11 eV. The net charge is 0. The spin multiplicity is 1.



no.,electronic energy (eV)
1,-32890.7548
2,-129117.6562